Computed, not measured: one molecule with the formula C10H8N2S at a distorted geometry, with the ωB97M-V functional and the def2-TZVPD basis.

Last column: Mulliken charge in e.
CARTESIAN COORDINATES (ANGSTROEM)
C (-1.552, -1.243, 0.943)  -0.831
C (-0.914, -0.011, -2.551)  -0.489
C (-2.652, -1.408, 1.716)  -0.337
C (1.122, 0.461, -2.149)  -0.059
C (-1.790, -0.396, -0.191)  0.523
C (-0.800, -0.069, -1.190)  0.339
C (-3.086, 0.029, -0.212)  -0.355
C (2.853, 1.023, 1.826)  -1.130
C (2.387, 0.842, 0.565)  -0.089
C (1.076, 0.440, 0.310)  0.205
N (0.285, 0.313, -3.121)  -0.671
N (0.535, 0.252, -0.913)  0.126
S (-4.011, -0.536, 1.095)  -0.092
H (-0.615, -1.747, 1.115)  0.497
H (-1.781, -0.189, -3.154)  0.455
H (-2.754, -1.985, 2.612)  0.426
H (2.155, 0.713, -2.272)  0.322
H (3.859, 1.350, 2.011)  0.308
H (2.225, 0.844, 2.683)  0.302
H (3.052, 1.022, -0.268)  0.167
H (0.404, 0.293, 1.144)  0.384

Computed properties:
Frontier orbital gap (spin up / spin down) in eV: 8.02 / 5.52
HOMO level (spin up / spin down) in eV: -8.478 / -7.191